No. 1
ORCA calculation (ωB97M-V/def2-TZVPD) on the molecule C2H9N3O in a non-equilibrium geometry.

Each line ends with the Löwdin charge.
Geometry (Å):
C: 0.124 0.836 0.373  -0.3870
C: 0.832 -0.427 0.645  -0.1461
N: -1.359 0.295 0.855  -0.1130
N: -2.146 -0.275 -0.174  -0.0330
N: 1.574 -0.696 -0.783  -0.0067
O: 0.035 1.420 -0.867  -0.0297
H: 0.837 1.273 -1.390  0.0880
H: -1.845 1.129 1.178  0.0802
H: 0.369 1.599 1.117  0.1317
H: -1.994 0.191 -1.071  0.0648
H: -1.885 -1.249 -0.287  0.0575
H: 2.476 -1.120 -0.594  0.0439
H: 1.012 -1.363 -1.304  0.0504
H: 0.331 -1.347 0.948  0.0989
H: 1.638 -0.268 1.355  0.1002

Values from the calculation:
ΔE to the lowest compared entry with this formula, charge and spin ... 68.5 kcal per mole
LUMO level ... 0.84 eV
SMILES string ... NC[C@@H](O)NN



No. 2
ORCA calculation (ωB97M-V/def2-TZVPD) on a structure of composition C24H27N5O3Se3Zr in a non-equilibrium geometry.

Each line ends with the Löwdin charge.
Geometry (Å):
Zr: -0.133 0.401 0.665  1.2160
O: 4.144 -0.605 0.137  0.0467
C: 2.974 -0.473 0.468  -0.4764
N: 1.820 -0.530 -0.221  -0.0120
C: 1.776 -0.968 -1.560  -0.2398
C: 2.838 -1.189 -2.418  -0.0302
C: 2.609 -1.559 -3.753  -0.1026
C: 1.336 -1.789 -4.222  -0.1036
C: 0.246 -1.759 -3.336  -0.0194
C: 0.464 -1.254 -2.035  -0.2269
N: -0.536 -1.158 -1.013  -0.0566
C: -1.423 -2.134 -0.847  -0.5199
O: -1.789 -2.993 -1.644  0.0371
C: -2.016 -2.221 0.541  -0.1918
C: -2.944 -3.210 0.843  0.0218
C: -3.520 -3.233 2.153  -0.0114
C: -3.072 -2.274 3.056  -0.0534
C: -2.123 -1.353 2.678  -0.1654
N: -1.596 -1.325 1.444  -0.0178
C: 2.720 -0.304 1.965  -0.1844
C: 3.736 -0.487 2.901  0.0049
C: 3.421 -0.560 4.256  -0.0285
C: 2.105 -0.305 4.629  -0.0448
C: 1.157 -0.070 3.656  -0.1604
N: 1.435 -0.113 2.339  -0.0292
H: 3.854 -1.036 -2.038  0.1046
H: 3.502 -1.578 -4.389  0.1042
H: 1.151 -2.110 -5.247  0.0998
H: -0.743 -2.091 -3.615  0.1015
H: -3.263 -3.852 0.048  0.1108
H: -4.339 -3.925 2.362  0.1127
H: -3.445 -2.161 4.042  0.0983
H: -1.741 -0.557 3.333  0.0225
H: 4.708 -0.684 2.522  0.1094
H: 4.191 -0.808 4.998  0.1196
H: 1.789 -0.275 5.638  0.0982
H: 0.110 0.098 3.900  0.0283
C: -4.694 -0.144 -0.927  -0.3953
Se: -3.444 1.307 -1.176  0.8876
C: -2.688 0.685 -2.822  -0.5843
C: -1.508 1.522 -3.263  -0.5296
Se: -0.400 2.103 -1.792  0.9179
C: 1.259 2.030 -2.810  -0.3129
H: -4.199 -1.123 -1.112  0.0307
H: -5.543 -0.010 -1.593  0.0198
H: -5.055 -0.112 0.091  0.0165
H: -3.452 0.621 -3.611  0.0824
H: -2.315 -0.340 -2.602  0.0467
H: -1.869 2.430 -3.702  0.0528
H: -0.840 1.014 -3.976  0.0767
H: 1.065 2.626 -3.689  0.0256
H: 1.478 0.982 -3.077  0.0174
H: 2.070 2.415 -2.213  0.0279
C: 0.612 4.352 1.140  -0.0477
C: 1.393 3.104 1.274  -0.6505
N: 2.256 3.019 2.261  0.2272
O: 1.351 2.181 0.425  -0.2641
H: 0.533 4.893 2.070  0.0810
H: -0.386 4.154 0.794  0.0380
H: 1.100 5.022 0.388  0.1167
H: 2.283 3.733 2.970  0.1291
H: 2.784 2.175 2.381  0.1045
Se: -1.191 1.805 2.337  0.1243

Values from the calculation:
ΔE to the lowest compared entry with this formula, charge and spin ... 0.0 kcal per mole
LUMO level ... -0.46 eV



No. 3
ORCA calculation (ωB97M-V/def2-TZVPD) on a cluster of 2 separate species, BrHIP in total in a non-equilibrium geometry.

Each line ends with the Löwdin charge.
Geometry (Å):
P: 0.577 -1.153 -1.458  0.2624
Br: 1.720 -0.966 0.409  0.0616
I: -3.134 -0.525 0.162  -0.0096
H: -0.030 -0.007 -1.021  -0.3145

Values from the calculation:
ΔE to the lowest compared entry with this formula, charge and spin ... 49.3 kcal per mole
LUMO level (spin up / spin down) ... -1.75 / -3.33 eV



No. 4
ORCA calculation (ωB97M-V/def2-TZVPD) on a cluster of 2 separate species, C4H12N2O in total.

Each line ends with the Mulliken spin population.
Geometry (Å):
C: 1.977 0.921 1.051  0.5046
C: 3.010 0.088 1.493  0.3123
N: 0.882 1.258 1.906  0.1585
H: 1.956 1.358 0.062  -0.0517
H: 3.817 -0.198 0.826  -0.0069
H: 3.009 -0.360 2.477  0.0927
H: 1.095 1.024 2.869  0.0098
H: 0.559 2.225 1.864  -0.0810
H: 0.122 -0.053 0.949  0.0175
C: -1.655 -1.055 -1.811  0.0115
O: -2.591 -0.587 -2.599  0.0020
C: -1.085 0.011 -0.818  0.0370
N: -0.539 -0.659 0.408  0.1021
H: -1.966 -1.936 -1.130  0.0029
H: -0.729 -1.470 -2.311  -0.0055
H: -0.262 0.584 -1.246  -0.0106
H: -1.904 0.653 -0.509  -0.0372
H: -0.056 -1.519 0.144  -0.0302
H: -1.306 -0.921 1.012  -0.0278

Values from the calculation:
ΔE to the lowest compared entry with this formula, charge and spin ... 74.9 kcal per mole
<S²> ... 0.75
LUMO level (spin up / spin down) ... 3.75 / 3.60 eV
2S+1 ... 2
Net charge ... -1



No. 5
ORCA calculation (ωB97M-V/def2-TZVPD) on a structure of composition C70H84AsN2NaP2Si4Te2.

Each line ends with the Löwdin charge.
Geometry (Å):
Na: -1.060 -0.581 -0.561  -0.2354
C: -4.516 2.632 -0.443  -0.0484
C: -4.567 2.860 0.921  -0.0481
C: -3.955 1.960 1.772  0.0025
C: -3.320 0.834 1.246  -0.2087
N: -3.207 0.658 -0.078  0.1263
C: -3.789 1.539 -0.879  -0.1578
C: -2.897 -0.292 2.104  -0.2083
C: -3.078 -0.267 3.487  -0.0057
C: -2.967 -1.440 4.209  -0.0467
C: -2.658 -2.611 3.540  -0.0508
C: -2.374 -2.518 2.188  -0.1467
N: -2.484 -1.403 1.477  0.1247
H: -4.992 3.304 -1.144  0.1155
H: -5.086 3.723 1.318  0.1133
H: -3.999 2.125 2.838  0.1045
H: -3.665 1.359 -1.939  0.0766
H: -3.330 0.648 4.002  0.1036
H: -3.134 -1.444 5.278  0.1149
H: -2.597 -3.555 4.059  0.1082
H: -2.059 -3.399 1.639  0.0816
C: 4.600 3.759 0.171  -0.2095
Si: 4.231 3.158 1.930  0.3336
C: 4.920 1.404 2.065  -0.2257
C: 5.208 4.235 3.147  -0.2153
Si: 1.943 3.186 2.378  -0.0854
Te: 0.916 1.411 1.071  0.3854
Si: 1.538 2.760 4.635  0.3326
C: 1.903 4.255 5.743  -0.2208
C: -0.286 2.319 4.916  -0.2246
C: 2.587 1.326 5.296  -0.2106
Si: 1.127 5.302 1.846  0.3475
C: -0.718 5.423 2.274  -0.2240
C: 1.998 6.701 2.786  -0.2110
C: 1.377 5.704 0.012  -0.2073
H: 5.645 3.586 -0.100  0.0283
H: 4.401 4.829 0.067  0.0102
H: 3.973 3.232 -0.553  0.0115
H: 5.975 1.358 1.782  0.0422
H: 4.366 0.716 1.422  0.0070
H: 4.830 1.035 3.090  0.0134
H: 6.280 4.222 2.935  0.0261
H: 5.067 3.878 4.171  0.0150
H: 4.874 5.275 3.111  0.0094
H: 1.207 5.071 5.533  0.0128
H: 2.916 4.630 5.577  0.0179
H: 1.810 4.003 6.802  0.0265
H: -0.922 3.175 4.670  0.0140
H: -0.480 2.049 5.958  0.0275
H: -0.600 1.486 4.279  -0.0069
H: 3.649 1.587 5.272  0.0187
H: 2.457 0.424 4.692  -0.0012
H: 2.330 1.078 6.329  0.0294
H: -0.853 5.416 3.360  0.0190
H: -1.275 4.574 1.868  0.0042
H: -1.168 6.344 1.892  0.0284
H: 1.924 6.568 3.868  0.0074
H: 1.568 7.675 2.539  0.0287
H: 3.060 6.735 2.529  0.0137
H: 1.118 4.855 -0.622  0.0016
H: 2.426 5.950 -0.177  0.0133
H: 0.773 6.557 -0.306  0.0291
C: 3.389 0.146 -1.850  -0.4063
Te: 1.780 -1.201 -2.201  1.1668
C: 2.823 -2.243 -3.785  -0.3921
H: 3.721 0.574 -2.794  -0.0010
H: 4.205 -0.375 -1.352  -0.0021
H: 2.999 0.927 -1.199  -0.0679
H: 2.574 -3.303 -3.750  -0.0093
H: 3.891 -2.121 -3.613  0.0041
H: 2.562 -1.831 -4.758  -0.0182
C: 5.834 -2.079 1.332  -0.0870
C: 5.028 -1.602 2.351  -0.1139
C: 3.649 -1.745 2.280  -0.1024
C: 3.053 -2.386 1.200  -0.3665
C: 3.878 -2.877 0.186  -0.1577
C: 5.253 -2.720 0.247  -0.0870
As: 1.101 -2.617 1.055  1.2846
C: 1.313 -4.454 0.362  -0.3961
C: 2.013 -5.450 1.041  -0.1191
C: 2.276 -6.670 0.438  -0.0755
C: 1.868 -6.907 -0.869  -0.0858
C: 1.195 -5.916 -1.567  -0.0811
C: 0.923 -4.703 -0.950  -0.1661
C: 0.769 -2.917 2.962  -0.3912
C: 0.525 -4.148 3.564  -0.1174
C: 0.312 -4.237 4.933  -0.0921
C: 0.324 -3.093 5.719  -0.0885
C: 0.520 -1.855 5.123  -0.0816
C: 0.732 -1.768 3.756  -0.1556
H: 6.909 -1.953 1.384  0.1026
H: 5.476 -1.108 3.204  0.1018
H: 3.040 -1.360 3.085  0.0790
H: 3.450 -3.406 -0.654  0.0753
H: 5.875 -3.112 -0.550  0.1026
H: 2.386 -5.260 2.040  0.1039
H: 2.817 -7.436 0.979  0.1035
H: 2.084 -7.857 -1.342  0.1011
H: 0.879 -6.083 -2.590  0.1055
H: 0.398 -3.929 -1.499  0.0442
H: 0.493 -5.050 2.965  0.0842
H: 0.136 -5.203 5.391  0.1019
H: 0.171 -3.169 6.788  0.1010
H: 0.506 -0.952 5.722  0.0984
H: 0.850 -0.793 3.288  0.0335
C: -2.087 1.292 -4.266  -0.2545
P: -0.901 1.574 -2.856  1.0226
C: 0.626 1.850 -3.831  -0.4153
C: 0.925 1.029 -4.919  -0.1431
C: 2.103 1.203 -5.628  -0.0936
C: 3.008 2.187 -5.248  -0.0953
C: 2.729 2.991 -4.154  -0.0830
C: 1.548 2.819 -3.444  -0.0884
C: -1.328 3.319 -2.466  -0.3860
C: -1.536 3.696 -1.143  -0.1320
C: -1.949 4.986 -0.835  -0.0930
C: -2.136 5.916 -1.844  -0.0792
C: -1.895 5.560 -3.165  -0.0789
C: -1.496 4.270 -3.474  -0.0909
H: -1.721 1.739 -5.188  0.0421
H: -3.052 1.734 -4.015  0.0344
H: -2.222 0.219 -4.420  0.0119
H: 0.232 0.250 -5.220  0.0923
H: 2.323 0.570 -6.479  0.1023
H: 3.925 2.323 -5.807  0.1014
H: 3.434 3.753 -3.846  0.1069
H: 1.342 3.444 -2.582  0.0964
H: -1.340 2.986 -0.346  0.0347
H: -2.111 5.264 0.199  0.0734
H: -2.449 6.924 -1.600  0.1037
H: -2.018 6.291 -3.955  0.1013
H: -1.304 4.005 -4.507  0.1072
C: -1.631 -2.896 -6.576  -0.0777
C: -2.960 -2.731 -6.213  -0.0715
C: -3.314 -2.591 -4.879  -0.1103
C: -2.337 -2.608 -3.885  -0.3640
C: -1.004 -2.770 -4.265  -0.1190
C: -0.650 -2.920 -5.596  -0.0753
P: -2.620 -2.493 -2.073  1.1378
C: -3.007 -4.264 -1.728  -0.3505
C: -3.899 -4.987 -2.520  -0.0741
C: -4.168 -6.316 -2.238  -0.0735
C: -3.551 -6.941 -1.160  -0.0813
C: -2.681 -6.225 -0.355  -0.0699
C: -2.420 -4.891 -0.637  -0.1140
C: -4.305 -1.809 -1.888  -0.3635
C: -4.989 -2.138 -0.715  -0.0974
C: -6.205 -1.548 -0.418  -0.0690
C: -6.765 -0.627 -1.296  -0.0830
C: -6.098 -0.300 -2.464  -0.0859
C: -4.868 -0.876 -2.752  -0.1261
H: -1.364 -3.006 -7.619  0.1045
H: -3.726 -2.711 -6.978  0.1060
H: -4.357 -2.467 -4.620  0.0946
H: -0.234 -2.779 -3.503  0.0262
H: 0.391 -3.048 -5.867  0.1023
H: -4.390 -4.511 -3.357  0.1005
H: -4.862 -6.870 -2.858  0.1043
H: -3.759 -7.982 -0.949  0.1034
H: -2.199 -6.705 0.488  0.1085
H: -1.747 -4.328 -0.007  0.0615
H: -4.558 -2.857 -0.030  0.0982
H: -6.720 -1.802 0.500  0.1063
H: -7.718 -0.169 -1.065  0.1032
H: -6.528 0.420 -3.150  0.1080
H: -4.345 -0.584 -3.655  0.0829

Values from the calculation:
ΔE to the lowest compared entry with this formula, charge and spin ... 0.0 kcal per mole
LUMO level ... 0.02 eV



No. 6
ORCA calculation (ωB97M-V/def2-TZVPD) on a cluster of 9 separate species, H18O9 in total in a non-equilibrium geometry.

Each line ends with the Löwdin charge.
Geometry (Å):
O: 1.998 3.653 1.915  -0.0640
H: 2.277 3.909 0.996  0.0936
H: 1.276 4.268 2.048  0.0725
O: 2.552 -0.429 1.712  -0.0384
H: 2.881 -1.275 1.412  0.0610
H: 2.737 0.208 1.020  -0.0133
O: -1.644 3.845 -0.150  -0.0986
H: -1.231 4.072 -0.987  0.0118
H: -1.068 3.080 0.166  0.0087
O: 3.480 1.388 -0.182  -0.0109
H: 3.987 2.093 0.198  0.0545
H: 2.881 1.841 -0.765  0.0512
O: 0.887 -0.267 -0.889  0.0106
H: 1.747 -0.518 -1.074  0.0146
H: 0.438 -1.086 -0.987  0.0590
O: 0.146 1.807 0.750  -0.0560
H: 0.308 1.028 0.194  0.0134
H: 0.991 2.203 0.974  -0.0012
O: 0.141 -1.546 1.597  -0.0538
H: -0.064 -1.546 2.513  0.0209
H: 0.995 -1.133 1.509  -0.0533
O: 1.689 3.491 4.553  -0.1143
H: 1.810 3.269 3.591  -0.0075
H: 2.593 3.569 4.995  0.0704
O: -2.541 1.099 2.098  -0.0525
H: -1.622 1.366 2.146  -0.0021
H: -2.743 0.609 2.893  0.0238

Values from the calculation:
ΔE to the lowest compared entry with this formula, charge and spin ... 59.6 kcal per mole
LUMO level ... -0.51 eV
SMILES string ... O.O.O.O.O.O.O.O.O



No. 7
ORCA calculation (ωB97M-V/def2-TZVPD) on a cluster of 2 separate species, CH2N5 in total in a non-equilibrium geometry.

Each line ends with the Löwdin charge.
Geometry (Å):
C: -0.601 0.449 -0.068  -0.3069
N: -1.245 -0.292 -0.993  -0.1273
N: -1.324 0.999 0.852  -0.1412
N: -2.453 -0.141 -0.557  -0.2236
N: -2.554 0.630 0.515  -0.1694
N: 2.941 -0.203 0.022  0.0184
H: 2.722 -0.534 0.966  -0.0647
H: 2.514 -0.907 -0.737  0.0147

Values from the calculation:
ΔE to the lowest compared entry with this formula, charge and spin ... 108.2 kcal per mole
LUMO level (spin up / spin down) ... 3.68 / 2.38 eV
Net charge ... -1



Number 5 is which compound?
C70H84AsN2NaP2Si4Te2